The following is a quantum chemistry calculation of 10 unconnected molecules or ions with the total composition C29H62Br3F3N8O10 in a non-equilibrium geometry, from the OMol25 dataset.

The total charge is -1. The spin multiplicity is 2. The calculation puts the HOMO energy (alpha / beta) at -0.6 / -5.0 eV. As for the calculated total energy: -281753.3393 eV. The expectation value of S² is 0.7547.

Last column: Mulliken charge in e.
Geometry (Å):
C: -1.766 7.522 -3.834  -1.172
C: -2.093 6.881 -2.516  0.964
O: -3.063 7.301 -1.904  -0.709
N: -1.439 5.797 -2.167  0.202
C: -1.470 5.113 -0.847  -0.985
H: -1.013 6.919 -4.340  0.293
H: -1.164 8.416 -3.666  0.296
H: -2.577 7.870 -4.473  0.305
H: -0.663 5.644 -2.794  -0.233
H: -0.720 4.323 -0.813  0.027
H: -2.407 4.699 -0.476  0.506
H: -1.231 5.870 -0.100  0.431
C: 2.197 2.310 3.787  -0.957
C: 2.271 0.777 3.591  0.638
O: 3.399 0.222 3.629  -0.740
N: 1.076 0.148 3.531  0.198
C: 0.883 -1.203 3.638  -1.118
H: 3.163 2.754 4.027  0.326
H: 1.584 2.343 4.688  0.277
H: 1.622 2.702 2.948  0.147
H: 0.292 0.783 3.580  0.448
H: 1.117 -1.573 4.636  0.369
H: 1.545 -1.819 3.030  0.290
H: -0.154 -1.391 3.360  0.383
C: -0.256 -7.605 -0.631  -0.504
C: -0.702 -8.040 0.733  0.630
O: -1.492 -8.918 0.718  -0.598
N: -0.196 -7.406 1.810  -0.117
C: -0.463 -7.823 3.248  -0.792
H: 0.743 -8.000 -0.815  0.298
H: -0.359 -6.520 -0.604  -0.080
H: -0.850 -8.098 -1.401  0.273
H: -0.092 -6.434 1.558  0.180
H: 0.371 -8.171 3.857  0.265
H: -1.254 -8.556 3.406  0.346
H: -0.813 -6.876 3.660  0.135
C: -2.266 2.120 1.160  -0.274
C: -1.783 2.513 2.506  0.128
O: -0.992 1.731 3.047  -0.752
N: -2.270 3.717 3.083  -0.201
C: -1.818 4.281 4.421  -0.859
H: -3.256 2.503 0.915  0.600
H: -2.340 1.033 1.198  0.260
H: -1.627 2.504 0.365  -0.387
H: -2.829 4.357 2.536  0.300
H: -0.744 4.279 4.603  0.226
H: -2.346 3.679 5.160  0.286
H: -2.167 5.297 4.602  0.352
C: 3.748 0.192 -3.836  -0.664
C: 4.975 0.646 -4.709  0.514
O: 5.408 -0.146 -5.533  -0.616
N: 5.411 1.955 -4.504  -0.091
C: 6.356 2.545 -5.457  -0.887
H: 4.099 -0.259 -2.908  0.303
H: 3.152 -0.568 -4.342  0.350
H: 3.129 1.065 -3.631  0.023
H: 5.076 2.437 -3.681  0.169
H: 6.040 3.555 -5.719  0.300
H: 6.500 1.987 -6.382  0.311
H: 7.377 2.607 -5.080  0.302
C: -5.238 -4.643 -2.378  -1.194
C: -3.947 -4.101 -2.940  0.598
O: -3.826 -2.826 -3.016  -0.592
N: -3.004 -4.927 -3.215  -0.053
C: -1.830 -4.541 -3.772  -0.817
H: -5.061 -4.872 -1.327  0.264
H: -5.636 -5.417 -3.034  0.394
H: -5.983 -3.848 -2.420  0.313
H: -3.053 -5.936 -3.207  0.260
H: -2.030 -4.326 -4.821  0.330
H: -1.079 -5.318 -3.628  0.315
H: -1.419 -3.609 -3.383  0.145
C: 3.311 6.260 0.322  -1.175
C: 2.381 6.392 -0.812  0.897
O: 1.496 7.279 -0.902  -0.701
N: 2.628 5.571 -1.749  -0.043
C: 1.942 5.391 -2.919  -0.934
H: 2.788 6.001 1.243  0.259
H: 3.605 7.288 0.537  0.334
H: 4.146 5.563 0.256  0.315
H: 3.454 4.990 -1.755  0.188
H: 1.154 6.125 -3.086  0.183
H: 1.486 4.401 -2.928  0.312
H: 2.797 5.624 -3.553  0.456
C: -1.434 -4.492 6.341  -1.576
C: -0.743 -4.475 5.045  0.939
O: -1.421 -4.335 4.054  -0.600
N: 0.588 -4.660 5.071  -0.092
C: 1.463 -4.635 3.938  -0.660
H: -2.523 -4.445 6.314  0.350
H: -1.051 -3.754 7.046  0.363
H: -1.214 -5.448 6.817  0.390
H: 0.952 -4.881 5.987  0.195
H: 2.083 -5.531 3.931  0.329
H: 1.970 -3.672 4.002  0.434
H: 0.842 -4.431 3.065  -0.011
C: -0.009 -3.461 0.014  -1.106
C: -0.725 -2.192 -0.275  -0.451
O: 0.238 -1.103 -0.403  -0.141
C: -0.102 0.007 -1.020  0.266
O: -1.272 0.298 -1.331  -0.420
C: 1.048 1.045 -1.074  0.933
F: 2.220 0.453 -0.857  -0.254
F: 1.003 1.602 -2.266  -0.279
F: 0.770 1.967 -0.167  -0.203
H: 0.460 -3.856 -0.887  0.361
H: -0.803 -4.174 0.235  0.347
H: 0.824 -3.420 0.715  0.334
H: -1.475 -2.062 0.505  0.247
H: -1.355 -2.245 -1.163  0.302
C: -4.029 2.303 -2.055  1.049
Br: -4.039 0.302 -2.452  -0.269
Br: -5.796 2.926 -1.632  -0.295
Br: -3.143 3.303 -3.569  -0.434
H: -3.270 2.561 -1.316  -1.012

The following is a quantum chemistry calculation of 8 unconnected molecules or ions with the total composition C44H39Cl2N7O14 in a non-equilibrium geometry, from the OMol25 dataset.

The total charge is -1. The spin multiplicity is 2. The calculation puts the HOMO energy (alpha / beta) at -2.2 / -5.3 eV. As for the calculated total energy: -110380.4590 eV. The expectation value of S² is 0.7656.

Last column: Mulliken charge in e.
Geometry (Å):
Cl: -0.259 -24.321 3.459  -0.177
C: -1.332 -23.768 4.721  -0.382
C: -1.157 -24.570 5.929  0.610
Cl: -2.644 -24.280 7.019  -0.099
H: -2.374 -23.758 4.399  0.404
H: -0.963 -22.762 4.921  0.108
H: -0.261 -24.247 6.459  0.015
H: -1.096 -25.651 5.807  -0.384
C: 0.628 -28.087 4.083  -0.236
C: 1.295 -28.819 3.128  -0.661
C: 0.630 -29.790 2.423  -0.355
C: -0.764 -29.969 2.561  0.061
C: -1.447 -29.221 3.526  -0.686
C: -0.753 -28.305 4.275  0.024
N: -1.482 -30.950 1.719  0.952
O: -2.618 -31.250 2.167  -0.565
O: -0.878 -31.415 0.764  -0.578
H: 1.056 -27.189 4.503  0.596
H: 2.345 -28.730 2.891  0.420
H: 1.198 -30.461 1.796  0.411
H: -2.481 -29.439 3.748  0.438
H: -1.214 -27.816 5.119  0.154
C: 0.698 -26.286 8.719  -0.025
C: 1.567 -26.122 9.765  -0.489
C: 2.529 -27.127 9.992  -0.435
C: 2.562 -28.332 9.177  -0.116
C: 1.662 -28.458 8.140  -0.352
C: 0.711 -27.415 7.961  -0.532
N: 3.494 -29.473 9.439  0.854
O: 3.442 -30.513 8.729  -0.552
O: 4.149 -29.433 10.523  -0.546
H: -0.062 -25.554 8.489  0.410
H: 1.575 -25.156 10.248  0.493
H: 3.269 -27.011 10.770  0.440
H: 1.626 -29.368 7.559  0.518
H: 0.089 -27.537 7.087  0.322
C: -1.714 -22.687 10.006  -0.092
C: -1.554 -21.319 10.295  -0.870
C: -2.013 -20.864 11.512  -0.278
C: -2.719 -21.723 12.383  0.061
C: -2.781 -23.118 12.143  -0.063
C: -2.263 -23.611 10.910  -0.971
N: -3.311 -21.263 13.651  0.968
O: -4.205 -20.448 13.569  -0.519
O: -2.923 -21.790 14.675  -0.590
H: -1.436 -23.061 9.031  0.493
H: -1.317 -20.491 9.645  0.509
H: -1.840 -19.814 11.694  0.379
H: -3.267 -23.812 12.813  0.469
H: -2.453 -24.672 10.845  0.488
C: -1.074 -23.247 -2.425  -0.622
C: -1.591 -24.540 -2.580  -0.357
C: -2.242 -25.150 -1.552  -0.393
C: -2.394 -24.513 -0.336  0.038
C: -1.938 -23.182 -0.149  -0.293
C: -1.206 -22.585 -1.194  -0.277
N: -3.115 -25.202 0.843  0.997
O: -3.678 -26.279 0.568  -0.617
O: -3.070 -24.764 1.976  -0.540
H: -0.483 -22.738 -3.172  0.378
H: -1.583 -24.918 -3.591  0.349
H: -2.697 -26.098 -1.797  0.433
H: -1.955 -22.525 0.708  0.471
H: -1.051 -21.550 -0.927  0.402
C: 2.352 -21.748 0.546  -0.738
C: 1.696 -20.581 0.068  -0.286
C: 0.836 -19.822 0.894  -0.508
C: 0.462 -20.305 2.140  -0.148
C: 1.149 -21.433 2.667  -0.142
C: 2.083 -22.119 1.896  -0.368
N: -0.535 -19.553 2.936  0.661
O: -1.262 -18.717 2.360  -0.751
O: -0.889 -20.086 4.032  -0.687
H: 3.131 -22.228 -0.028  0.422
H: 2.018 -20.027 -0.801  0.379
H: 0.496 -18.880 0.489  0.373
H: 0.992 -21.634 3.716  0.429
H: 2.568 -22.998 2.293  0.409
C: 5.203 -19.989 8.501  -0.406
C: 4.069 -19.364 7.905  -0.517
C: 2.886 -20.031 7.785  -0.501
C: 2.865 -21.382 8.125  0.205
C: 3.965 -22.032 8.670  -0.371
C: 5.130 -21.297 8.865  -0.501
N: 1.675 -22.154 7.732  0.967
O: 0.889 -21.735 6.873  -0.551
O: 1.470 -23.299 8.212  -0.442
H: 6.154 -19.519 8.705  0.378
H: 4.061 -18.338 7.569  0.373
H: 2.031 -19.623 7.268  0.494
H: 3.950 -23.086 8.908  0.496
H: 6.063 -21.693 9.238  0.355
C: -5.263 -23.474 8.918  -0.678
C: -5.278 -22.252 9.541  -0.537
C: -5.678 -22.121 10.856  -0.273
C: -6.163 -23.270 11.534  0.125
C: -6.217 -24.525 10.925  -0.417
C: -5.643 -24.632 9.628  -0.525
N: -6.533 -23.281 12.976  0.877
O: -7.378 -24.082 13.421  -0.617
O: -5.927 -22.508 13.689  -0.506
H: -5.097 -23.480 7.851  0.746
H: -5.093 -21.347 8.981  0.439
H: -5.587 -21.115 11.238  0.408
H: -6.697 -25.398 11.340  0.465
H: -5.736 -25.623 9.208  0.459

The following is a quantum chemistry calculation of a molecular structure, C23H48As3N3O2P2Pd, from the OMol25 dataset.

The total charge is +4. The calculation puts the energy relative to the best compared isomer or geometry (same formula, charge and spin) at 60.8 kJ/mol. The calculation puts the HOMO energy at -17.3 eV. As for the calculated total energy: -237736.1034 eV.

Last column: Mulliken charge in e.
Geometry (Å):
Pd: -1.138 -2.399 -3.162  -0.026
C: 6.105 4.985 5.547  -1.002
As: 4.383 5.015 4.703  0.385
C: 4.538 4.944 2.791  -0.960
C: 3.144 6.282 5.421  0.543
C: 3.124 7.666 5.451  -0.684
C: 2.079 8.274 6.139  -0.580
C: 1.096 7.521 6.778  -0.572
C: 1.117 6.130 6.752  -0.665
C: 2.152 5.523 6.060  0.499
As: 2.659 3.694 5.808  0.375
C: 3.237 2.790 7.399  -0.990
C: 1.444 2.567 4.832  -0.992
H: 6.632 5.885 5.226  0.406
H: 6.654 4.102 5.224  0.431
H: 5.984 4.999 6.628  0.379
H: 4.665 5.971 2.445  0.396
H: 3.636 4.523 2.354  0.349
H: 5.413 4.352 2.531  0.416
H: 3.884 8.266 4.969  0.517
H: 2.032 9.354 6.185  0.433
H: 0.302 8.028 7.311  0.430
H: 0.350 5.561 7.260  0.502
H: 2.354 2.635 8.022  0.398
H: 3.953 3.410 7.934  0.371
H: 3.675 1.830 7.133  0.422
H: 0.535 2.551 5.436  0.396
H: 1.857 1.562 4.770  0.417
H: 1.224 2.978 3.851  0.380
C: -1.125 -4.868 -5.339  -1.394
P: -2.128 -3.426 -4.892  1.104
C: -3.808 -4.046 -4.679  -1.210
C: -2.117 -2.336 -6.356  -0.883
C: -0.743 -1.663 -6.427  -0.955
P: -0.322 -1.060 -4.754  1.133
C: 1.436 -0.672 -4.754  -1.251
C: -1.178 0.518 -4.537  -1.341
H: -1.560 -5.371 -6.204  0.453
H: -1.107 -5.567 -4.502  0.370
H: -0.100 -4.580 -5.570  0.367
H: -4.097 -4.589 -5.579  0.502
H: -4.510 -3.221 -4.511  0.299
H: -3.844 -4.727 -3.829  0.318
H: -2.907 -1.593 -6.228  0.388
H: -2.349 -2.910 -7.255  0.480
H: -0.726 -0.833 -7.136  0.526
H: 0.029 -2.370 -6.740  0.415
H: 1.650 0.032 -5.559  0.480
H: 2.027 -1.573 -4.908  0.335
H: 1.700 -0.221 -3.798  0.314
H: -0.904 1.214 -5.331  0.439
H: -0.897 0.938 -3.571  0.358
H: -2.257 0.365 -4.543  0.345
C: 2.856 -2.550 -2.046  -1.076
As: 1.273 -2.516 -0.965  0.877
C: 0.675 -4.326 -0.789  -0.985
C: 1.831 -1.951 0.783  -1.103
O: 0.093 -1.514 -1.640  -0.799
H: 3.636 -3.115 -1.537  0.422
H: 3.198 -1.532 -2.222  0.362
H: 2.629 -3.033 -2.994  0.266
H: 1.504 -4.954 -0.464  0.505
H: 0.310 -4.670 -1.754  0.164
H: -0.141 -4.369 -0.072  0.341
H: 2.524 -2.719 1.127  0.406
H: 0.975 -1.910 1.453  0.355
H: 2.340 -0.991 0.742  0.346
C: -6.802 -3.645 -0.057  -1.094
N: -5.550 -3.319 -0.725  0.074
C: -4.307 -4.054 -0.604  -0.459
C: -3.425 -3.243 -1.535  0.481
O: -2.231 -3.545 -1.762  -0.525
N: -4.079 -2.215 -2.057  -0.503
C: -5.341 -2.298 -1.557  0.390
N: -6.279 -1.426 -1.891  -0.348
H: -6.677 -4.582 0.477  0.403
H: -7.604 -3.778 -0.784  0.389
H: -7.077 -2.873 0.662  0.355
H: -4.402 -5.087 -0.944  0.371
H: -3.918 -4.057 0.417  0.366
H: -6.045 -0.685 -2.529  0.237
H: -7.217 -1.481 -1.533  0.215

The following is a quantum chemistry calculation of C5H7FSi in the gas phase in a non-equilibrium geometry, from the OMol25 dataset.

The calculation puts the energy relative to the best compared isomer or geometry (same formula, charge and spin) at 52.4 kJ/mol. The spin multiplicity is 3. The calculation puts the HOMO energy (alpha / beta) at -4.5 / -10.4 eV. As for the calculated total energy: -15886.4734 eV. The expectation value of S² is 2.0161.

Last column: Mulliken charge in e.
Geometry (Å):
C: -2.824 -1.529 -0.659  0.239
C: -1.849 -0.811 -0.434  -0.804
C: 2.368 -0.815 0.432  -0.495
C: 1.277 -1.224 -0.159  -0.199
C: -0.362 2.140 -0.257  -0.855
F: -0.407 0.315 1.777  -0.264
Si: -0.526 0.196 0.182  0.414
H: -3.581 -2.120 -0.921  0.485
H: 3.348 -1.256 0.648  0.292
H: 2.213 0.115 0.957  0.138
H: 1.263 -2.248 -0.714  0.293
H: 0.693 2.307 0.136  0.198
H: -0.545 2.219 -1.368  0.275
H: -1.069 2.711 0.380  0.284

Copy entry 4 word for word.
The following is a quantum chemistry calculation of C5H7FSi in the gas phase in a non-equilibrium geometry, from the OMol25 dataset.

The calculation puts the energy relative to the best compared isomer or geometry (same formula, charge and spin) at 52.4 kJ/mol. The spin multiplicity is 3. The calculation puts the HOMO energy (alpha / beta) at -4.5 / -10.4 eV. As for the calculated total energy: -15886.4734 eV. The expectation value of S² is 2.0161.

Last column: Mulliken charge in e.
Geometry (Å):
C: -2.824 -1.529 -0.659  0.239
C: -1.849 -0.811 -0.434  -0.804
C: 2.368 -0.815 0.432  -0.495
C: 1.277 -1.224 -0.159  -0.199
C: -0.362 2.140 -0.257  -0.855
F: -0.407 0.315 1.777  -0.264
Si: -0.526 0.196 0.182  0.414
H: -3.581 -2.120 -0.921  0.485
H: 3.348 -1.256 0.648  0.292
H: 2.213 0.115 0.957  0.138
H: 1.263 -2.248 -0.714  0.293
H: 0.693 2.307 0.136  0.198
H: -0.545 2.219 -1.368  0.275
H: -1.069 2.711 0.380  0.284

- Among the records above, which one has the highest calculated total energy?
  C5H7FSi